1.
ORCA calculation (the ωB97M-V functional and the def2-TZVPD basis) on 2 unconnected molecules or ions with the total composition C4H10N in a non-equilibrium geometry.

Last column: Mulliken charge in e.
Geometry (Å):
1 H -1.622 1.262 1.144  0.35
2 H 0.545 1.967 -1.321  0.38
3 C -0.631 1.103 1.564  -0.68
4 H -0.779 1.090 2.642  0.35
5 N 0.154 -3.599 -1.545  -0.65
6 H 0.209 -3.036 -2.391  0.24
7 C 0.351 2.095 0.913  -0.38
8 C 0.537 1.408 -0.379  -0.07
9 H 1.310 2.170 1.428  0.28
10 H -0.010 3.112 0.745  0.36
11 H 0.376 -0.605 -1.131  0.34
12 H -0.613 -4.243 -1.700  0.26
13 C 0.477 0.128 -0.325  -0.19
14 H -0.147 0.088 1.196  0.22
15 H -0.155 -2.940 -0.841  0.19

As for the LUMO energy: -8.138 eV. As for the charge: +1. Its energy above the lowest of the compared OMol25 structures with the same formula, charge and spin is 135.9 kcal per mole. The calculation puts the frontier orbital gap at 0.19331 Ha. The calculation puts the HOMO energy at -13.40 eV.

2.
ORCA calculation (the ωB97M-V functional and the def2-TZVPD basis) on a molecular structure, C50H49ClIMnN9O3SSi in a non-equilibrium geometry.

Last column: Mulliken charge in e.
Geometry (Å):
1 H -1.084 5.222 6.191  0.23
2 H -5.134 -2.870 -0.686  0.34
3 H 0.797 2.078 1.572  -1.10
4 C -4.051 1.330 -1.420  -1.40
5 C -2.885 -7.300 -2.807  -0.67
6 H 0.365 4.728 6.855  0.21
7 H 4.357 2.335 -4.902  0.41
8 N 1.898 -0.661 3.455  -0.40
9 O -2.396 -0.730 3.202  -0.85
10 H -1.621 -7.994 0.921  0.40
11 H 0.955 -3.475 -3.120  0.18
12 O 1.700 0.362 -1.860  0.36
13 C -2.716 1.239 -1.058  0.86
14 Si -0.252 3.913 0.371  0.28
15 H 2.594 -4.614 2.375  0.47
16 C 4.506 4.126 -0.658  -1.01
17 N -0.043 2.863 -0.943  0.28
18 C -2.825 -1.100 -1.066  0.52
19 C -0.684 3.247 5.937  1.17
20 H -2.543 3.742 4.984  0.26
21 H 1.891 5.253 0.292  0.17
22 C 3.058 2.274 -1.248  -0.42
23 H -0.501 -4.672 0.262  0.31
24 C -2.416 -7.601 -1.535  -0.63
25 C 4.034 3.236 -1.647  -0.23
26 Mn 0.161 0.292 -0.244  1.57
27 H -2.192 2.169 -0.908  0.47
28 C -1.270 3.784 -4.865  -0.73
29 C 2.535 1.271 -2.176  -0.31
30 H -1.417 5.810 -4.173  0.36
31 C 1.769 -2.903 -2.663  -1.01
32 N -0.579 4.465 6.623  -0.67
33 H -0.998 1.686 -5.231  0.40
34 C -0.497 2.192 -3.221  0.60
35 C -1.160 -2.949 -0.602  -0.70
36 H -2.720 1.554 3.811  0.44
37 C 3.902 -0.914 2.195  -1.35
38 H -3.106 -3.105 -0.790  0.16
39 C -2.013 0.032 -0.889  -1.47
40 C -1.152 4.788 -3.915  -0.67
41 H 3.577 -0.852 0.062  0.47
42 Cl 5.668 4.405 -3.517  -0.35
43 C 0.085 2.843 1.872  0.90
44 H 1.101 2.438 6.803  0.27
45 H 4.391 4.688 1.401  0.37
46 C 1.303 -3.553 1.041  0.45
47 H -2.154 -3.996 -2.843  0.66
48 C 1.204 -0.610 2.295  -0.71
49 H 4.973 -1.050 2.152  0.44
50 C 3.209 -0.810 3.387  -0.63
51 N 2.583 2.239 0.006  0.68
52 H -3.161 -5.742 -4.255  0.40
53 H -2.450 4.963 -0.329  0.35
54 C 0.161 1.031 5.478  -0.15
55 C 3.997 2.320 -3.883  -0.47
56 C 3.158 -4.113 -0.926  -1.02
57 H -0.832 2.343 2.170  -0.47
58 H 3.882 -4.345 -1.700  0.41
59 C -0.388 3.191 -2.222  -0.17
60 H 0.790 5.897 1.518  0.28
61 H -0.280 1.174 -2.929  0.15
62 C 3.373 -4.563 0.370  -0.90
63 N -0.047 -2.314 -0.564  1.00
64 H 0.893 0.250 5.601  0.51
65 N -2.367 -2.430 -0.870  0.60
66 C 0.843 5.481 0.507  -1.15
67 I 2.390 -0.042 -4.875  -0.13
68 C -4.187 -1.053 -1.426  1.55
69 C 2.027 -3.377 -1.264  1.04
70 H -1.892 -6.313 1.412  0.35
71 N 1.824 -0.639 1.080  1.40
72 C 4.476 3.235 -2.982  0.77
73 C 0.269 2.247 6.133  -0.85
74 H 0.582 -3.299 1.813  0.93
75 H 4.264 -5.132 0.610  0.39
76 H 0.524 6.260 -0.190  0.37
77 H -5.833 0.228 -1.912  0.25
78 C -1.876 -6.626 -0.710  0.93
79 H -0.321 -6.808 0.781  0.26
80 H 2.656 -3.000 -3.288  0.53
81 H -4.579 -2.976 -2.366  0.24
82 H -1.629 4.006 -5.864  0.34
83 C -0.924 2.485 -4.500  -0.92
84 H -3.304 -8.078 -3.432  0.37
85 O -0.563 -1.801 4.405  -0.74
86 C -1.400 -6.956 0.678  -1.63
87 C 4.034 4.026 0.623  -1.39
88 H -2.065 5.415 1.335  0.36
89 C -0.706 4.509 -2.634  -0.51
90 C -2.252 -5.006 -2.467  -0.29
91 C -2.029 4.595 0.611  -1.44
92 N -0.143 -0.516 2.229  0.04
93 C -4.790 0.178 -1.617  -0.81
94 H -2.681 3.796 0.973  0.32
95 C 3.061 1.378 -3.480  0.26
96 H 0.498 3.358 2.743  0.69
97 H -4.509 2.306 -1.552  0.45
98 H -2.480 -8.620 -1.170  0.33
99 H 1.459 -1.859 -2.632  -0.33
100 H -6.011 -2.033 -1.961  0.38
101 H 3.721 -0.846 4.347  0.44
102 H -0.618 5.312 -1.909  0.05
103 C -0.897 0.807 4.610  -0.82
104 C 3.059 3.062 0.907  -0.19
105 C 2.439 -4.281 1.356  -1.47
106 C -2.803 -5.995 -3.265  -1.07
107 N -1.231 -4.344 -0.349  0.16
108 C 1.096 -3.079 -0.259  -1.08
109 H 2.658 2.958 1.912  0.41
110 C -1.780 2.983 5.118  -0.60
111 H 5.244 4.869 -0.927  0.37
112 C 3.131 -0.802 1.051  -0.60
113 C -5.013 -2.305 -1.619  -1.45
114 C -1.882 1.771 4.461  -0.45
115 C -1.788 -5.304 -1.182  0.42
116 S -1.009 -0.681 3.601  1.60

As for the LUMO energy (spin up / spin down): 3.845 / 3.845 eV. As for the charge: -2. Its energy above the lowest of the compared OMol25 structures with the same formula, charge and spin is 17.9 kcal per mole. The calculation puts the frontier orbital gap (spin up / spin down) at 0.19726 / 0.19706 Ha. The calculation puts the HOMO energy (spin up / spin down) at -1.52 / -1.52 eV. The spin multiplicity is 6.

3.
ORCA calculation (the ωB97M-V functional and the def2-TZVPD basis) on a molecular structure, C8H6NO5Y in a non-equilibrium geometry.

Last column: Mulliken charge in e.
Geometry (Å):
1 C 2.011 0.265 -0.370  0.36
2 C -2.495 1.451 -2.111  0.21
3 H 3.315 1.776 -0.950  0.30
4 O -1.597 -2.121 2.166  -0.12
5 C -3.569 -0.675 -0.425  0.37
6 N 0.969 -0.233 -0.543  -0.38
7 C -2.693 -2.622 -0.563  0.26
8 H 4.056 0.208 -0.776  0.32
9 C 3.324 0.881 -0.308  -0.29
10 H -1.939 -2.548 -1.506  0.04
11 H 3.102 2.064 1.489  0.34
12 O -1.959 1.384 1.682  -0.04
13 H 4.787 1.783 1.040  0.33
14 O -3.346 -3.554 -0.246  -0.23
15 C -1.613 0.847 0.726  0.27
16 C 3.795 1.314 1.097  -1.10
17 O -4.488 -0.521 0.266  -0.17
18 H 3.855 0.457 1.780  0.35
19 C -1.278 -1.849 1.086  0.25
20 Y -1.205 -0.698 -1.052  0.98
21 O -3.032 2.391 -2.481  -0.06

As for the LUMO energy: -9.746 eV. As for the charge: +2. Its energy above the lowest of the compared OMol25 structures with the same formula, charge and spin is 0.0 kcal per mole. The calculation puts the frontier orbital gap at 0.22642 Ha. The calculation puts the HOMO energy at -15.91 eV.

4.
ORCA calculation (the ωB97M-V functional and the def2-TZVPD basis) on a molecular structure, C34H56F2O8Zn in a non-equilibrium geometry.

Last column: Mulliken charge in e.
Geometry (Å):
1 C 1.723 -3.648 0.083  -0.73
2 H -2.496 -4.543 0.633  0.41
3 C 2.782 3.318 -0.514  0.06
4 C 0.224 -2.362 -5.356  0.47
5 H -3.044 -1.248 -2.359  0.23
6 H -2.546 3.407 1.465  0.47
7 O 1.412 -2.305 0.006  -0.45
8 H 0.067 -2.237 3.793  0.22
9 C 2.366 1.057 -3.708  -1.06
10 H 1.180 -4.191 0.857  0.09
11 H -5.537 2.314 4.442  0.38
12 C -2.864 3.446 6.297  -0.51
13 C 0.755 -2.517 -3.995  0.40
14 H 0.302 -1.702 -3.431  -0.52
15 H 1.820 -2.288 -3.965  0.29
16 C -3.564 1.833 4.078  -0.07
17 H -0.841 -3.316 -6.949  0.38
18 H 2.113 -0.183 4.429  0.46
19 H 0.567 -4.422 -1.544  -0.37
20 H 0.294 4.613 0.561  0.26
21 C 2.406 0.332 -2.384  0.64
22 C 2.032 3.915 -1.534  -0.04
23 H 1.288 3.336 -2.061  0.70
24 O 1.446 0.325 -1.616  -0.01
25 H -2.266 -3.401 -3.206  -0.23
26 H -2.644 1.895 0.503  -0.03
27 C -2.149 2.861 0.610  -1.32
28 C -1.497 -1.749 2.390  1.07
29 H 1.697 5.722 -2.712  0.45
30 H -1.679 1.508 -2.389  -0.03
31 C -2.570 -0.390 -1.883  -0.62
32 F -1.242 1.380 3.739  -0.01
33 H 1.629 0.628 -4.386  0.21
34 C -0.696 2.729 0.702  0.87
35 C 2.228 5.230 -1.910  -1.24
36 H -1.577 -3.401 -5.239  0.22
37 H 0.910 0.789 3.850  -0.25
38 H 3.347 1.024 -4.182  0.41
39 O -1.467 -0.762 -1.080  0.02
40 C -4.190 3.231 5.918  -0.49
41 H -1.550 -4.981 -2.963  0.37
42 H 1.768 -5.531 -1.023  0.44
43 H 4.373 -0.342 3.085  0.41
44 F 4.509 3.433 0.983  -0.31
45 H -3.363 0.059 -1.285  0.24
46 C -2.238 0.709 -2.876  -0.89
47 H -2.595 4.075 7.133  0.42
48 H 0.477 -3.498 -3.608  0.03
49 C 3.230 5.924 -1.230  -0.28
50 H 2.772 2.274 -0.238  0.22
51 H -3.721 1.284 3.161  0.49
52 O -0.179 1.684 0.288  -0.34
53 H -3.281 -1.771 3.445  0.53
54 C -1.910 -4.337 -0.262  -0.27
55 H -0.842 2.902 5.782  0.40
56 C -3.009 -1.813 2.390  -1.11
57 C 2.488 0.278 2.342  0.92
58 H 2.092 2.105 -3.590  0.22
59 H 4.741 6.043 0.249  0.46
60 C -1.888 2.776 5.542  -0.44
61 C 3.758 -0.255 -1.952  -1.09
62 Zn 0.257 -0.573 -0.036  3.57
63 C 0.046 3.855 1.304  -1.25
64 C -2.255 1.994 4.473  0.18
65 O -0.896 -0.872 1.767  -0.90
66 H 4.477 0.701 1.627  0.26
67 H -0.245 -4.422 -5.821  0.34
68 C 3.994 5.401 -0.194  -0.91
69 H -3.317 -0.920 1.845  -0.03
70 H 0.986 3.421 1.645  0.11
71 H 4.584 0.334 -2.350  0.45
72 O 1.707 0.198 1.397  -0.36
73 C -2.913 -4.562 -1.352  0.42
74 O 0.606 -1.531 -6.152  -0.62
75 O -4.094 -4.782 -1.074  -0.64
76 H -3.378 -2.674 1.834  0.29
77 H 3.363 6.951 -1.536  0.35
78 H 3.803 -0.510 -0.893  -0.21
79 C 1.595 -4.466 -1.184  -0.66
80 H -1.584 0.346 -3.668  0.14
81 C 3.748 4.060 0.128  0.40
82 H -1.505 -3.129 3.999  0.52
83 H -3.284 -4.817 -3.489  0.40
84 H 3.819 -1.265 -2.356  0.38
85 H -0.469 4.251 2.179  0.47
86 H -4.890 3.647 6.627  0.34
87 H 3.975 -0.890 1.403  0.17
88 H -2.425 3.409 -0.291  0.37
89 C -4.543 2.442 4.845  -0.77
90 C -0.693 -3.430 -5.876  -1.13
91 C -0.796 -2.685 3.300  -1.28
92 H 2.590 1.486 4.012  0.44
93 H -0.355 -3.572 2.845  0.14
94 C -2.478 -4.417 -2.873  -0.59
95 H -1.716 -3.268 -0.177  -0.47
96 C 1.980 0.631 3.717  -1.16
97 H 2.765 -3.736 0.389  0.32
98 H 2.351 -4.096 -1.875  0.29
99 C 3.912 -0.082 2.132  -1.43
100 H -3.097 1.228 -3.301  0.41
101 H -0.978 -4.901 -0.294  0.52

As for the LUMO energy: 0.344 eV. As for the charge: 0. The calculation puts the frontier orbital gap at 0.27742 Ha. The calculation puts the HOMO energy at -7.20 eV.

> What is the charge in the first record?

+1

> What is the charge in the second record?

-2

> What is the formula in the third record?

C8H6NO5Y

> Among the records above, which one has the highest charge?

C8H6NO5Y